The following is a quantum chemistry calculation of a structure of composition C3H4AgMgO2 at a distorted geometry, from OMol25.

Summary:
- multiplicity = 2
- electronic energy (eV) = -16708.6238
- HOMO-LUMO gap (spin up / spin down) (eV) = 6.28 / 5.48

XYZ file:
```
11
Properties=species:S:1:pos:R:3:forces:R:3
Ag -6.829320 2.064434 -2.827986 1.14 -1.21 -0.76
Mg -3.449292 -1.605669 -1.573522 -0.31 1.19 -0.21
O -4.145734 0.201091 -3.307108 -0.52 -1.46 -1.53
O -4.617037 1.768293 -1.812137 0.95 -3.14 0.25
C -4.163335 0.602412 -2.053116 -0.53 3.51 1.69
C -5.781819 -1.010713 -4.555180 1.32 -3.02 1.14
C -5.348357 0.333960 -4.171007 -0.08 2.93 0.94
H -5.212646 -1.848883 -3.596788 -2.44 2.17 -2.91
H -5.367418 -1.385164 -5.508481 0.36 0.00 0.33
H -6.865254 -1.051483 -4.738443 0.25 -0.48 0.84
H -5.053115 1.004620 -4.993494 -0.14 -0.50 0.22
```
Positions in Å, forces in eV/Å.

Atom charges from the Löwdin analysis, given in e for atoms 1 to 6: 0.622 0.708 -0.324 -0.202 -0.559 -0.168